# 1
{"formula": "C18H14BBr3MnN7O", "method": "ωB97M-V with the def2-TZVPD basis set", "symbols": ["Mn", "C", "C", "N", "N", "C", "B", "N", "C", "C", "C", "N", "N", "C", "C", "C", "N", "H", "H", "H", "H", "H", "H", "H", "H", "H", "H", "Br", "C", "C", "C", "Br", "C", "C", "C", "C", "N", "C", "C", "O", "H", "H", "H", "H", "Br"], "coordinates": [[-0.6818, 0.4016, 0.0349], [-0.7536, 4.5097, 0.6508], [-1.1531, 3.3680, -0.0324], [-0.6730, 2.2868, 0.5855], [0.0486, 2.7044, 1.6432], [0.0127, 4.0389, 1.7047], [0.8000, 1.6677, 2.5075], [1.7626, 0.9425, 1.5367], [3.0954, 0.8622, 1.5278], [3.4900, 0.2320, 0.3580], [2.3043, -0.0399, -0.3113], [1.2691, 0.4057, 0.4078], [-0.2290, 0.6072, 2.9338], [-0.6148, 0.1911, 4.1422], [-1.5659, -0.8033, 3.9829], [-1.7029, -0.9388, 2.6075], [-0.8777, -0.0923, 1.9825], [-0.9879, 5.5328, 0.4170], [-1.7686, 3.2782, -0.9120], [0.5214, 4.5768, 2.4875], [1.3699, 2.1569, 3.4255], [3.6804, 1.2471, 2.3464], [4.4900, 0.0027, 0.0349], [2.1674, -0.5092, -1.2717], [-0.2083, 0.6306, 5.0380], [-2.0963, -1.3433, 4.7466], [-2.3684, -1.5719, 2.0443], [-0.1868, 1.7005, -4.7032], [-0.2975, -0.0220, -3.9770], [-0.2969, -1.1474, -4.8034], [-0.3537, -2.4166, -4.2763], [-0.3271, -3.8888, -5.4469], [-0.4133, -2.6267, -2.8723], [-0.4123, -3.8723, -2.2161], [-0.4163, -3.9068, -0.8436], [-0.4434, -2.7116, -0.1187], [-0.4716, -1.5301, -0.7073], [-0.4497, -1.4818, -2.0592], [-0.3924, -0.1605, -2.5906], [-0.3917, 0.8175, -1.7382], [-0.2366, -1.0107, -5.8741], [-0.3979, -4.7837, -2.7979], [-0.4072, -4.8462, -0.3103], [-0.4458, -2.7147, 0.9638], [-2.9901, 0.2578, -0.2473]], "atomic_forces_ev_per_a": [[0.164, 0.005, -1.034], [0.043, -0.018, 0.003], [-0.066, 0.106, 0.093], [-0.053, -0.040, -0.479], [0.060, 0.061, 0.290], [-0.098, 0.102, -0.073], [-0.193, -0.111, -0.343], [0.233, 0.272, 0.112], [0.020, -0.111, -0.063], [-0.015, -0.053, -0.036], [0.130, 0.032, 0.013], [0.054, -0.303, 0.169], [0.124, -0.031, 0.121], [-0.122, -0.013, 0.059], [-0.017, -0.057, -0.071], [0.076, -0.024, 0.071], [-0.240, 0.007, -0.221], [0.001, -0.015, 0.000], [0.019, -0.093, -0.001], [0.023, -0.079, 0.021], [0.038, 0.053, 0.084], [-0.052, 0.032, 0.007], [-0.011, 0.018, 0.022], [-0.090, -0.011, 0.016], [0.048, 0.017, -0.049], [0.027, 0.025, 0.022], [-0.003, 0.023, -0.006], [-0.010, -0.209, 0.008], [-0.049, 0.518, 0.458], [0.017, -0.247, -0.147], [0.007, 0.019, -0.146], [0.000, 0.125, 0.090], [-0.035, 0.075, 0.090], [-0.003, 0.048, 0.078], [-0.017, -0.102, -0.088], [-0.015, 0.138, 0.110], [-0.076, 0.151, 0.065], [0.028, 0.161, -0.181], [-0.029, -0.786, -0.533], [0.020, 0.445, 1.254], [-0.015, -0.008, 0.011], [0.007, -0.015, 0.020], [0.016, 0.008, -0.001], [-0.010, 0.005, -0.003], [0.066, -0.118, 0.189]], "charge": 1, "lumo_energy_ev": [-6.3, -6.2], "spin_multiplicity": 2, "homo_lumo_gap_ev": [5.212, 5.237], "mol_weight_g_mol": 649.8, "largest_force_ev_per_a": 1.33}

---

# 2
{"formula": "C46H43F5N10O2S3TeTi", "method": "ωB97M-V with the def2-TZVPD basis set", "symbols": ["Ti", "N", "S", "N", "S", "N", "S", "N", "C", "C", "C", "C", "C", "C", "C", "C", "C", "C", "C", "C", "C", "C", "C", "C", "C", "C", "C", "C", "C", "C", "C", "C", "C", "C", "C", "C", "C", "C", "C", "C", "C", "C", "C", "C", "H", "H", "H", "H", "H", "H", "H", "H", "H", "H", "H", "H", "H", "H", "H", "H", "H", "H", "H", "H", "H", "H", "H", "H", "H", "H", "H", "H", "H", "H", "N", "C", "N", "O", "H", "H", "H", "H", "N", "C", "C", "C", "N", "C", "N", "C", "C", "C", "C", "C", "N", "H", "H", "H", "H", "H", "H", "H", "H", "H", "F", "Te", "F", "F", "F", "F", "O"], "coordinates": [[0.2039, 0.1962, -0.0571], [0.0175, -1.2677, -1.2237], [0.4133, -2.4247, -2.0476], [1.9496, -2.9205, -1.9419], [2.5363, -3.6087, -0.6784], [2.0648, -3.1861, 0.7473], [2.2543, -1.7446, 1.4701], [1.7588, -0.5281, 0.7825], [3.9752, -1.5671, 1.8249], [4.5680, -0.3524, 1.5169], [5.9173, -0.1862, 1.7956], [6.6379, -1.2187, 2.3779], [6.0241, -2.4296, 2.6838], [4.6816, -2.6146, 2.4057], [1.4738, -2.1334, 3.0096], [0.1984, -2.6859, 2.9632], [-0.4757, -2.8987, 4.1510], [0.1262, -2.5749, 5.3624], [1.3976, -2.0239, 5.3898], [2.0805, -1.7834, 4.2051], [4.2678, -3.4549, -0.9555], [5.1089, -4.4319, -0.4364], [6.4716, -4.2951, -0.6330], [6.9682, -3.1950, -1.3223], [6.1111, -2.2243, -1.8235], [4.7416, -2.3472, -1.6473], [2.1945, -5.3380, -0.6887], [2.5907, -6.0354, -1.8264], [2.3125, -7.3877, -1.8977], [1.6398, -8.0141, -0.8535], [1.2448, -7.2977, 0.2668], [1.5265, -5.9419, 0.3649], [-0.6366, -3.8037, -1.6996], [-1.4714, -3.7146, -0.5966], [-2.2707, -4.8058, -0.2856], [-2.2242, -5.9470, -1.0734], [-1.3860, -6.0122, -2.1823], [-0.5826, -4.9335, -2.5071], [0.2902, -2.1163, -3.7725], [1.3805, -2.2024, -4.6231], [1.2087, -1.8209, -5.9466], [-0.0259, -1.3718, -6.3891], [-1.1080, -1.2894, -5.5183], [-0.9567, -1.6570, -4.1950], [3.9777, 0.4344, 1.0655], [6.4032, 0.7511, 1.5591], [7.6885, -1.0817, 2.5995], [6.5944, -3.2277, 3.1400], [4.1885, -3.5505, 2.6412], [-0.2607, -2.9286, 2.0149], [-1.4726, -3.3176, 4.1354], [-0.4014, -2.7577, 6.2894], [1.8676, -1.7848, 6.3353], [3.0668, -1.3397, 4.2244], [4.7107, -5.2912, 0.0900], [7.1461, -5.0528, -0.2571], [8.0349, -3.1002, -1.4810], [6.5036, -1.3775, -2.3709], [4.0588, -1.6143, -2.0565], [3.1086, -5.5325, -2.6351], [2.6212, -7.9546, -2.7657], [1.4260, -9.0734, -0.9149], [0.7229, -7.7941, 1.0740], [1.2380, -5.3679, 1.2349], [-1.5077, -2.8000, -0.0164], [-2.9432, -4.7558, 0.5606], [-2.8597, -6.7902, -0.8336], [-1.3706, -6.9001, -2.8006], [0.0636, -4.9617, -3.3767], [2.3460, -2.5280, -4.2637], [2.0536, -1.8540, -6.6209], [-0.1470, -1.0677, -7.4205], [-2.0620, -0.9204, -5.8696], [-1.7809, -1.5709, -3.4973], [1.5445, 1.4958, 5.0101], [1.1957, 1.5516, 3.7246], [1.9414, 2.2443, 2.8644], [0.1906, 0.8470, 3.3451], [2.2867, 2.0591, 5.3878], [0.8860, 1.0757, 5.6448], [2.6014, 2.9281, 3.1951], [1.5769, 2.3528, 1.9279], [1.3424, 1.4068, -1.2572], [1.4495, 1.4014, -2.4255], [1.5124, 1.3638, -3.7840], [0.3400, 1.7341, -4.4926], [-0.6571, 2.0299, -4.9890], [2.6211, 0.7099, -4.3829], [3.4947, 0.1280, -4.8593], [-4.6970, 2.2380, -1.3798], [-3.5360, 2.1477, -2.3829], [-3.9360, 1.3635, -3.6403], [-3.0152, 3.5450, -2.7518], [-2.4400, 1.4335, -1.7173], [-1.5861, 0.8826, -1.1864], [-5.5123, 2.7859, -1.8529], [-4.3985, 2.7672, -0.4758], [-5.0602, 1.2489, -1.1016], [-4.7481, 1.8997, -4.1328], [-4.2933, 0.3643, -3.3868], [-3.1006, 1.2901, -4.3359], [-3.8356, 4.1011, -3.2058], [-2.1998, 3.4821, -3.4716], [-2.6799, 4.0875, -1.8676], [-2.4727, 3.2365, 1.7987], [-1.4389, 1.7642, 2.2674], [-2.2928, 1.0173, 3.7129], [-0.8819, -0.3804, 1.4287], [-2.8486, 0.9417, 1.3541], [-0.8083, 3.0842, 3.4481], [-0.2291, 1.9539, 0.9060]], "atomic_forces_ev_per_a": [[-0.166, -0.451, 0.328], [-0.129, 0.051, 0.251], [0.027, -0.034, -0.150], [-0.061, 0.003, 0.047], [0.048, 0.039, 0.053], [0.026, 0.058, -0.024], [0.091, -0.038, -0.216], [-0.005, 0.152, -0.020], [0.000, -0.021, 0.028], [-0.013, 0.002, -0.022], [0.014, 0.020, 0.000], [0.025, 0.000, 0.002], [-0.002, -0.025, 0.005], [-0.010, -0.026, -0.013], [-0.044, 0.006, -0.033], [0.004, 0.031, -0.004], [-0.001, -0.009, 0.005], [-0.024, -0.012, 0.001], [0.022, 0.018, 0.013], [0.017, 0.011, 0.024], [-0.013, 0.019, 0.015], [0.002, -0.023, 0.048], [0.027, -0.018, 0.025], [0.029, 0.010, -0.007], [-0.009, 0.030, -0.009], [-0.001, 0.011, -0.004], [-0.055, 0.004, 0.001], [-0.019, 0.022, -0.019], [0.012, -0.002, -0.032], [-0.024, -0.033, 0.008], [0.000, 0.003, 0.019], [-0.003, 0.001, 0.003], [0.063, -0.029, 0.038], [-0.022, 0.007, 0.016], [-0.011, 0.011, 0.017], [-0.010, -0.032, -0.006], [0.003, -0.022, -0.011], [0.029, 0.015, -0.001], [0.014, 0.092, 0.009], [-0.001, -0.114, 0.013], [-0.056, -0.044, -0.066], [0.059, -0.023, -0.037], [-0.045, -0.040, 0.080], [-0.027, 0.034, -0.060], [0.009, -0.017, -0.002], [-0.004, -0.013, 0.002], [-0.014, -0.002, -0.005], [-0.006, 0.007, -0.003], [0.007, 0.013, -0.002], [0.006, -0.008, -0.006], [0.005, 0.000, 0.001], [0.004, 0.003, -0.011], [-0.008, -0.001, -0.018], [-0.001, -0.012, 0.001], [0.023, 0.035, -0.010], [-0.010, 0.013, -0.004], [-0.021, -0.003, 0.004], [-0.015, -0.013, 0.003], [0.016, 0.007, -0.014], [-0.014, -0.010, 0.019], [-0.004, 0.007, 0.010], [0.002, 0.019, 0.000], [0.009, 0.007, -0.008], [0.002, -0.017, -0.028], [-0.008, -0.004, -0.017], [0.009, -0.002, -0.012], [0.018, 0.017, -0.006], [0.000, 0.016, 0.008], [-0.009, 0.000, 0.006], [-0.033, 0.016, -0.020], [-0.020, 0.000, 0.018], [0.003, 0.002, 0.013], [0.015, -0.003, 0.009], [-0.002, -0.002, 0.012], [-0.083, -0.026, -0.014], [-0.115, -0.174, -0.046], [-0.055, -0.016, 0.006], [0.138, 0.103, 0.063], [0.012, 0.002, 0.002], [0.000, -0.006, 0.013], [-0.009, 0.016, 0.009], [-0.047, 0.006, -0.081], [0.003, 0.197, -0.084], [-0.149, -0.058, 0.243], [0.139, -0.161, -0.033], [-0.049, 0.157, -0.029], [0.066, -0.062, -0.007], [-0.035, -0.003, -0.183], [0.070, 0.078, 0.159], [-0.015, 0.009, -0.049], [0.006, 0.002, 0.065], [-0.032, 0.008, 0.008], [-0.029, 0.030, -0.025], [0.125, -0.133, -0.049], [0.010, 0.175, -0.055], [0.007, -0.007, 0.015], [0.006, 0.012, 0.009], [0.003, -0.005, -0.001], [0.015, -0.012, 0.007], [-0.005, 0.003, 0.013], [0.016, 0.020, -0.006], [0.013, 0.008, -0.002], [-0.015, 0.002, 0.009], [-0.011, -0.005, 0.002], [-0.042, -0.090, 0.018], [-0.035, 0.278, 0.047], [-0.018, 0.080, 0.044], [0.122, -0.118, -0.330], [0.067, -0.060, -0.017], [0.091, -0.010, -0.037], [0.112, 0.054, 0.065]], "charge": 2, "lumo_energy_ev": -5.8, "de_lowest_ev": 1.565, "homo_lumo_gap_ev": 6.820, "mol_weight_g_mol": 1134.6, "largest_force_ev_per_a": 0.58}

---

# 3
{"formula": "C12H18Cl5IN3O4PPdS2", "method": "ωB97M-V with the def2-TZVPD basis set", "symbols": ["Pd", "Cl", "C", "C", "C", "Cl", "C", "Cl", "C", "Cl", "C", "Cl", "C", "N", "C", "P", "O", "N", "C", "C", "N", "C", "C", "H", "H", "H", "H", "H", "H", "H", "H", "H", "H", "H", "H", "H", "H", "H", "H", "H", "H", "O", "S", "O", "O", "S", "I"], "coordinates": [[1.8076, -0.5756, -0.2236], [-1.6576, -1.7114, 1.6974], [0.4264, -2.0545, -0.6873], [0.2500, -1.0242, -1.4565], [-0.1199, -1.1236, -2.7766], [-0.1798, 0.2093, -3.8635], [-0.4277, -2.4261, -3.1829], [-1.0517, -2.6844, -4.7749], [-0.1950, -3.5317, -2.3440], [-0.5048, -5.1230, -2.9394], [0.3171, -3.3743, -1.0538], [0.7982, -4.7012, -0.0870], [-2.0617, 1.8083, -0.8169], [-0.9556, 2.5011, -0.1828], [0.0061, 3.0012, -1.1437], [-0.3631, 1.7113, 1.2569], [0.9072, 0.9167, 0.7883], [-3.1288, -1.5703, 0.8863], [-3.1419, -2.5353, -0.1976], [-1.4568, -3.1576, 2.7061], [0.4527, 3.0176, 2.0429], [-0.3856, 4.0609, 2.5596], [1.8160, 3.4122, 1.7883], [-2.6904, 2.5149, -1.3745], [-2.6691, 1.3066, -0.0612], [-1.7274, 1.0369, -1.5279], [-0.4840, 3.6891, -1.8448], [0.4736, 2.1992, -1.7324], [0.8029, 3.5398, -0.6340], [-4.1676, -2.5392, -0.5797], [-2.9169, -3.5751, 0.0964], [-2.4830, -2.2895, -1.0498], [-2.1855, -3.1571, 3.5382], [-0.1133, -2.9572, 2.9584], [-1.5122, -4.0772, 2.1411], [-1.3787, 3.6605, 2.7788], [-0.5153, 4.8965, 1.8495], [0.0309, 4.4744, 3.4883], [2.3537, 2.5915, 1.3171], [2.3207, 3.6635, 2.7307], [1.8843, 4.3007, 1.1369], [3.5785, 0.4973, -0.0214], [4.5774, -0.2490, -0.8859], [4.8766, 0.4599, -2.1056], [5.7148, -0.7020, -0.1314], [3.3262, -1.8661, -1.3045], [1.7525, -2.4638, 3.2221]], "atomic_forces_ev_per_a": [[-0.188, -0.019, -0.053], [-0.216, -0.036, -0.170], [0.572, 0.409, -0.027], [0.433, -0.671, -0.091], [-0.215, 0.228, 0.125], [0.020, -0.004, -0.024], [-0.045, 0.037, -0.066], [0.015, -0.001, -0.006], [-0.085, -0.064, -0.035], [-0.008, -0.020, 0.000], [-0.273, 0.130, 0.141], [-0.018, 0.049, 0.084], [0.020, -0.023, 0.009], [-0.037, -0.042, 0.018], [0.002, -0.006, 0.000], [-0.028, -0.059, -0.049], [-0.047, -0.038, 0.065], [-0.130, -0.185, 0.210], [-0.018, 0.051, -0.151], [1.850, 0.266, 0.808], [-0.010, 0.025, -0.037], [0.003, 0.008, 0.010], [0.000, 0.002, 0.006], [-0.005, -0.003, 0.000], [-0.013, 0.012, -0.013], [-0.015, 0.011, 0.008], [0.001, 0.002, 0.000], [-0.001, 0.019, 0.010], [0.001, 0.008, 0.007], [0.006, 0.022, -0.023], [0.000, 0.005, 0.043], [0.036, -0.002, 0.033], [0.495, 0.237, -0.375], [-3.307, -0.598, -0.080], [-0.176, -0.048, -0.460], [0.001, -0.001, -0.001], [0.001, -0.004, -0.001], [0.001, -0.001, 0.002], [-0.002, -0.005, 0.001], [-0.001, 0.006, 0.001], [0.004, -0.003, 0.000], [0.032, 0.010, 0.026], [0.027, -0.038, 0.004], [-0.030, 0.018, 0.018], [0.010, 0.003, -0.020], [-0.013, 0.029, -0.036], [1.348, 0.284, 0.090]], "charge": -2, "lumo_energy_ev": 3.9, "de_lowest_ev": 9.342, "homo_lumo_gap_ev": 5.909, "mol_weight_g_mol": 774.0, "largest_force_ev_per_a": 3.36}